# 1
{
  "formula": "C5H11N2",
  "method": "wB97M-V/def2-TZVPD",
  "gap_ev": [4.28, 8.14],
  "multiplicity": 2,
  "e_homo_ha": [-0.1455, -0.2892],
  "s2": 0.75,
  "symbols": ["C", "C", "C", "C", "C", "N", "N", "H", "H", "H", "H", "H", "H", "H", "H", "H", "H", "H"],
  "xyz": [[-0.37, -1.55, -1.15], [-0.34, -1.25, 0.41], [0.42, -0.05, 0.92], [1.09, 0.05, 2.05], [-0.02, 2.26, 0.26], [0.49, 1.10, -0.04], [-0.87, -0.35, -1.93], [-0.98, -2.41, -1.34], [0.60, -1.91, -1.42], [-1.32, -1.21, 0.90], [0.35, -2.11, 0.82], [1.22, -0.79, 2.77], [1.30, 1.05, 2.33], [-0.28, 3.16, -0.33], [-0.35, 2.13, 1.34], [-1.80, -0.05, -2.05], [-0.40, -0.36, -2.80], [-0.31, 0.50, -1.30]]
}

# 2
{
  "formula": "C5H11N3",
  "method": "wB97M-V/def2-TZVPD",
  "gap_ev": 8.07,
  "e_homo_ha": -0.2582,
  "smiles": "C=C(C)N(N)/N=C/C",
  "symbols": ["C", "C", "C", "N", "N", "N", "C", "C", "H", "H", "H", "H", "H", "H", "H", "H", "H", "H", "H"],
  "xyz": [[1.90, 1.11, 0.51], [0.72, 0.46, 0.66], [0.52, -0.53, 1.78], [-0.50, 1.00, 0.07], [-1.24, 1.99, 0.69], [-1.23, 0.11, -0.61], [-0.38, -0.66, -1.28], [-0.87, -1.94, -1.88], [2.04, 1.86, -0.26], [2.74, 0.90, 1.16], [-0.50, -0.52, 2.18], [0.70, -1.54, 1.40], [1.20, -0.35, 2.62], [-1.97, 2.28, 0.04], [-0.64, 2.79, 0.86], [0.46, -0.19, -1.81], [-1.29, -1.75, -2.87], [-0.02, -2.62, -2.00], [-1.63, -2.40, -1.25]]
}

# 3
{
  "formula": "C42H35CrF3O5S3Te",
  "method": "wB97M-V/def2-TZVPD",
  "gap_ev": [6.10, 6.46],
  "multiplicity": 4,
  "e_homo_ha": [-0.3668, -0.3707],
  "total_charge": 1,
  "s2": 4.02,
  "symbols": ["Cr", "C", "C", "C", "C", "C", "C", "C", "S", "O", "C", "C", "C", "C", "C", "C", "C", "C", "C", "C", "C", "C", "C", "C", "C", "C", "C", "C", "C", "C", "S", "O", "C", "C", "C", "C", "C", "C", "C", "H", "H", "H", "H", "H", "H", "H", "H", "H", "H", "H", "H", "H", "H", "H", "H", "H", "H", "H", "H", "H", "H", "H", "H", "H", "H", "F", "C", "F", "F", "C", "O", "O", "C", "C", "O", "H", "H", "H", "H", "H", "H", "Te", "C", "C", "C", "C", "S", "H", "H", "H"],
  "xyz": [[-0.62, -1.48, 0.37], [4.96, -1.66, 4.98], [4.20, -1.47, 3.70], [4.37, -2.34, 2.63], [3.61, -2.19, 1.48], [2.69, -1.16, 1.40], [2.52, -0.27, 2.45], [3.28, -0.43, 3.60], [1.62, -1.08, -0.01], [2.16, -1.97, -1.05], [1.92, 0.59, -0.60], [3.11, 1.28, -0.32], [3.29, 2.52, -0.84], [2.31, 3.11, -1.67], [2.50, 4.39, -2.24], [1.55, 4.96, -3.04], [0.35, 4.27, -3.30], [0.13, 3.03, -2.77], [1.11, 2.41, -1.96], [0.93, 1.11, -1.39], [-0.30, 0.35, -1.76], [-0.32, -0.21, -3.08], [0.87, -0.32, -3.84], [0.82, -0.74, -5.14], [-0.41, -1.08, -5.74], [-1.57, -1.02, -5.01], [-1.55, -0.58, -3.67], [-2.75, -0.43, -2.94], [-2.73, 0.05, -1.66], [-1.51, 0.43, -1.06], [-1.69, 1.12, 0.61], [-0.53, 0.45, 1.33], [-1.20, 2.83, 0.41], [-0.01, 3.29, 0.94], [0.29, 4.64, 0.85], [-0.60, 5.53, 0.25], [-0.28, 6.99, 0.14], [-1.82, 5.04, -0.23], [-2.12, 3.70, -0.15], [5.78, -2.36, 4.87], [4.29, -2.04, 5.76], [5.35, -0.70, 5.34], [5.08, -3.15, 2.69], [3.71, -2.87, 0.63], [1.79, 0.53, 2.37], [3.14, 0.25, 4.43], [3.87, 0.81, 0.29], [4.20, 3.07, -0.63], [3.43, 4.92, -2.03], [1.71, 5.93, -3.47], [-0.41, 4.73, -3.92], [-0.81, 2.52, -2.96], [1.82, -0.08, -3.39], [1.73, -0.80, -5.72], [-0.43, -1.39, -6.77], [-2.51, -1.30, -5.46], [-3.69, -0.69, -3.40], [-3.65, 0.17, -1.09], [0.68, 2.61, 1.42], [1.22, 5.00, 1.25], [0.48, 7.29, 0.86], [-1.16, 7.61, 0.29], [0.10, 7.21, -0.86], [-2.54, 5.73, -0.66], [-3.08, 3.33, -0.51], [-4.94, -2.87, -0.44], [-4.83, -2.29, 0.77], [-5.21, -1.01, 0.64], [-5.67, -2.90, 1.59], [-3.35, -2.36, 1.24], [-3.05, -3.07, 2.18], [-2.59, -1.61, 0.53], [-0.69, -2.81, 4.54], [-0.29, -1.85, 3.44], [-0.35, -2.52, 2.16], [-0.56, -2.33, 5.51], [-0.06, -3.70, 4.51], [-1.73, -3.10, 4.42], [0.73, -1.51, 3.57], [-0.95, -0.98, 3.43], [-1.16, -3.09, 2.21], [-0.29, -3.61, -1.07], [-1.74, -4.96, -0.35], [-2.89, -5.39, -0.97], [-3.59, -6.35, -0.21], [-2.97, -6.67, 0.95], [-1.50, -5.81, 1.14], [-3.22, -5.00, -1.92], [-4.53, -6.80, -0.53], [-3.28, -7.38, 1.70]]
}

Values for relative energy (zero: lowest compared OMol25 entry of this formula, charge and spin), eV, ordered as above
2.634, 4.247, 0.436